1.
# C62H70NO8PS

4 unconnected molecules or ions with the total composition C62H70NO8PS (wB97M-V/def2-TZVPD, OMol25).

As for the HOMO energy: -0.28591 Ha. The energy above the lowest of the compared OMol25 structures with the same formula, charge and spin comes out at 0.000 eV. The value obtained for the LUMO energy is -1.133 eV. The calculation puts the HOMO-LUMO gap at 6.6 eV.

XYZ file:
```
143
Properties=species:S:1:pos:R:3:forces:R:3
C -6.375 5.190 -1.811 -0.1 0.0 0.0
N -5.321 4.876 -0.855 0.0 0.1 0.1
C -5.424 3.587 -0.169 0.0 0.0 -0.2
P -4.581 2.066 -1.027 -0.5 0.7 0.5
C -3.121 3.071 -1.432 0.3 -0.2 -0.1
S -3.442 0.095 -1.879 0.2 -0.4 -0.1
C -5.878 1.851 -2.308 0.0 -0.2 -0.1
C -7.283 1.544 -1.778 0.1 -0.1 0.0
C -8.209 1.005 -2.874 -0.1 0.0 0.0
C -8.224 1.829 -4.160 -0.1 0.1 0.1
C -9.064 1.211 -5.285 0.0 0.0 0.0
C -8.825 -0.282 -5.521 0.0 0.0 -0.2
C -7.360 -0.640 -5.765 0.0 0.0 -0.1
C -7.058 -2.126 -5.625 0.1 -0.2 0.0
O -7.621 -2.643 -4.429 0.0 0.1 0.0
C -8.373 -3.821 -4.586 0.0 0.0 0.0
C -4.702 1.121 0.543 0.0 -0.1 0.0
C -3.524 1.372 1.518 0.0 0.1 0.0
C -2.785 0.118 2.008 -0.1 0.0 0.1
C -1.599 -0.395 1.189 -0.1 0.0 -0.1
C -0.589 0.667 0.745 0.0 0.1 0.0
C 0.838 0.131 0.765 0.0 -0.1 0.0
C 1.860 1.020 0.078 0.1 0.1 0.0
O 1.515 1.254 -1.276 -0.1 -0.2 -0.2
C 1.125 2.563 -1.635 0.1 0.1 0.1
H -6.088 4.943 -2.837 0.0 0.0 0.0
H -6.582 6.260 -1.784 0.0 0.0 -0.1
H -7.314 4.665 -1.589 0.0 0.0 0.0
H -5.281 5.612 -0.165 0.0 0.0 0.0
H -6.469 3.350 0.078 0.0 -0.1 0.0
H -4.903 3.680 0.789 0.1 0.0 0.0
H -3.360 3.655 -2.321 0.0 0.0 0.0
H -2.920 3.769 -0.621 0.0 0.1 0.0
H -2.263 2.436 -1.615 0.0 0.0 0.0
H -3.070 0.565 -3.080 0.0 0.0 0.0
H -5.568 1.022 -2.940 0.0 0.1 0.0
H -5.862 2.760 -2.915 0.0 0.0 0.1
H -7.739 2.418 -1.314 0.1 0.1 0.0
H -7.202 0.778 -1.000 -0.1 0.0 0.0
H -9.229 0.989 -2.474 0.0 -0.1 0.0
H -7.949 -0.035 -3.084 0.1 0.1 0.0
H -7.207 2.008 -4.518 0.0 -0.1 0.0
H -8.637 2.818 -3.929 0.1 0.0 -0.1
H -8.863 1.759 -6.211 0.0 0.0 0.0
H -10.124 1.366 -5.063 0.0 0.0 0.0
H -9.413 -0.587 -6.393 0.0 0.0 0.0
H -9.206 -0.863 -4.681 0.0 0.0 0.0
H -6.703 -0.078 -5.098 -0.1 -0.1 0.1
H -7.084 -0.346 -6.784 0.1 0.1 0.1
H -7.437 -2.685 -6.489 -0.1 0.1 0.0
H -5.974 -2.281 -5.589 0.0 0.0 -0.1
H -9.113 -3.721 -5.390 0.0 0.0 0.0
H -7.742 -4.692 -4.804 0.0 0.1 0.0
H -8.894 -3.994 -3.645 0.0 0.0 0.0
H -4.831 0.059 0.333 0.1 0.0 -0.1
H -5.626 1.469 1.008 0.0 -0.1 0.0
H -3.936 1.860 2.404 0.0 0.1 -0.1
H -2.817 2.092 1.097 0.1 -0.1 0.0
H -3.520 -0.688 2.100 0.0 0.0 0.1
H -2.437 0.317 3.027 0.0 0.1 0.0
H -1.962 -0.927 0.308 0.0 0.0 0.0
H -1.082 -1.138 1.805 0.0 0.0 0.0
H -0.828 0.995 -0.269 -0.1 0.0 0.0
H -0.653 1.555 1.387 0.0 0.0 0.0
H 1.159 -0.014 1.804 0.0 -0.1 0.0
H 0.864 -0.855 0.290 0.0 0.0 0.0
H 1.977 1.973 0.610 -0.1 0.0 0.0
H 2.834 0.522 0.082 0.0 0.0 0.0
H 1.898 3.022 -2.260 0.0 0.0 0.0
H 0.963 3.198 -0.761 0.0 0.0 0.0
H 0.195 2.522 -2.207 0.0 -0.1 0.0
O 3.626 -5.482 -0.349 0.0 0.0 0.0
C 4.206 -4.564 -0.890 0.0 0.1 0.0
C 3.467 -3.507 -1.637 0.0 0.0 0.0
C 2.081 -3.582 -1.709 0.0 0.0 0.0
C 1.370 -2.600 -2.379 0.0 0.0 0.0
C 2.040 -1.541 -2.980 0.0 0.1 0.0
C 3.420 -1.461 -2.913 0.0 0.0 0.0
C 4.140 -2.443 -2.243 0.0 0.0 0.0
C 5.626 -2.332 -2.185 0.0 -0.1 0.0
O 6.215 -1.425 -2.732 0.0 0.0 0.0
C 6.365 -3.381 -1.420 0.0 0.0 0.0
C 7.747 -3.288 -1.312 0.0 0.0 0.0
C 8.451 -4.239 -0.592 0.0 0.0 0.0
C 7.778 -5.294 0.016 0.0 0.0 0.0
C 6.403 -5.398 -0.102 0.1 0.0 0.1
C 5.691 -4.440 -0.811 -0.1 0.0 0.0
H 1.580 -4.412 -1.231 0.0 0.0 0.0
H 0.290 -2.651 -2.425 0.0 0.0 0.0
H 1.478 -0.762 -3.477 0.0 0.0 0.0
H 3.958 -0.639 -3.364 0.0 0.0 0.0
H 8.249 -2.460 -1.794 0.0 0.0 0.0
H 9.526 -4.161 -0.503 0.0 0.0 0.0
H 8.328 -6.034 0.583 0.0 0.0 0.0
H 5.862 -6.212 0.361 0.0 0.0 0.0
O 9.066 -5.585 6.189 0.0 0.0 0.0
C 8.333 -6.455 5.772 0.0 0.0 0.0
C 7.203 -6.141 4.850 0.0 0.0 0.0
C 7.011 -4.824 4.450 0.0 0.0 0.0
C 5.980 -4.509 3.582 0.0 0.0 0.0
C 5.134 -5.507 3.109 0.0 0.0 -0.1
C 5.318 -6.820 3.507 0.0 0.0 0.0
C 6.351 -7.142 4.379 0.0 0.0 0.0
C 6.523 -8.564 4.799 0.0 0.1 0.0
O 5.764 -9.429 4.419 0.0 0.0 0.0
C 7.667 -8.881 5.703 0.0 0.0 0.0
C 7.871 -10.201 6.088 0.0 0.0 0.0
C 8.931 -10.523 6.917 0.0 0.0 0.0
C 9.794 -9.529 7.367 0.0 0.0 0.0
C 9.593 -8.212 6.990 0.0 0.0 0.0
C 8.530 -7.883 6.157 0.0 0.0 0.0
H 7.682 -4.064 4.827 0.0 0.0 0.0
H 5.836 -3.484 3.264 0.0 0.0 0.0
H 4.339 -5.262 2.415 0.0 0.0 0.0
H 4.673 -7.611 3.148 0.0 0.0 0.0
H 7.189 -10.958 5.726 0.0 0.0 0.0
H 9.089 -11.551 7.216 0.0 0.0 0.0
H 10.623 -9.784 8.014 0.0 0.0 0.0
H 10.249 -7.422 7.330 0.0 0.0 0.0
O 1.579 10.110 2.972 0.0 0.0 0.0
C 1.495 9.053 2.386 0.0 -0.1 0.0
C 2.692 8.191 2.164 0.0 0.0 0.0
C 3.920 8.608 2.664 0.0 0.0 0.0
C 5.044 7.819 2.482 0.0 0.0 0.0
C 4.946 6.610 1.801 0.0 0.0 0.0
C 3.726 6.192 1.299 0.0 0.0 0.0
C 2.596 6.980 1.477 0.0 0.0 0.0
C 1.296 6.510 0.919 0.0 0.1 0.0
O 1.217 5.471 0.300 0.0 0.0 0.0
C 0.094 7.362 1.155 0.0 0.0 0.0
C -1.136 6.940 0.662 0.0 0.0 0.0
C -2.265 7.710 0.878 0.0 0.0 0.0
C -2.175 8.903 1.588 0.0 0.0 0.0
C -0.952 9.329 2.076 0.0 0.0 0.0
C 0.187 8.562 1.860 0.0 0.0 0.0
H 3.973 9.551 3.191 0.0 0.0 0.0
H 5.999 8.145 2.871 0.0 0.0 0.0
H 5.826 5.995 1.663 0.0 0.0 0.0
H 3.629 5.258 0.762 0.0 0.0 0.0
H -1.185 6.012 0.108 0.0 0.0 0.0
H -3.220 7.384 0.489 0.0 0.0 0.0
H -3.061 9.501 1.756 0.0 0.0 0.0
H -0.856 10.256 2.625 0.0 0.0 0.0
```
Forces are in eV/Å.

Löwdin atomic charge list, values in e, 2 entries:
1. C -0.13
2. N -0.16



2.
# C22H22N2O4S

A single C22H22N2O4S molecule at a distorted geometry (wB97M-V/def2-TZVPD, OMol25).

As for the HOMO energy: -0.31823 Ha. The energy above the lowest of the compared OMol25 structures with the same formula, charge and spin comes out at 0.453 eV. The value obtained for the LUMO energy is -0.346 eV. The calculation puts the HOMO-LUMO gap at 8.3 eV.

XYZ file:
```
51
Properties=species:S:1:pos:R:3:forces:R:3
O -2.725 -0.330 -2.006 -0.1 0.2 -0.2
C -1.663 -0.830 -1.717 -0.3 0.0 -0.1
C -0.404 -0.885 -2.521 1.0 -0.7 0.5
O -0.269 -0.342 -3.726 -0.5 0.2 0.1
C 0.942 -0.508 -4.328 0.8 -0.2 -0.3
C 1.096 0.047 -5.599 -0.2 0.0 0.2
C 2.295 -0.083 -6.263 -0.1 0.0 0.1
C 3.358 -0.764 -5.675 0.1 -0.1 0.1
C 3.212 -1.311 -4.421 -0.1 0.1 0.0
C 2.005 -1.196 -3.724 -0.1 0.1 -0.2
C 1.876 -1.793 -2.377 0.0 0.0 0.0
O 2.774 -2.379 -1.801 -0.2 0.0 -0.1
C 0.541 -1.581 -1.847 -0.6 0.3 -0.2
C -0.001 -1.987 -0.507 0.2 0.0 -0.1
C 0.809 -1.362 0.589 0.3 -0.2 0.4
C 1.192 -0.061 0.703 -0.1 -0.4 -0.1
C 1.963 0.180 1.861 0.1 0.0 0.2
C 2.153 -0.937 2.605 -0.1 -0.3 0.0
S 1.401 -2.314 1.906 0.0 0.5 -0.3
N -1.368 -1.497 -0.570 0.1 -0.1 0.0
C -2.360 -1.790 0.434 -0.3 0.0 0.3
C -2.172 -0.998 1.730 -0.1 0.1 -0.2
C -2.291 0.512 1.502 0.2 -0.2 0.1
N -1.403 1.248 2.383 -0.1 0.2 0.0
C -1.289 2.644 1.998 0.2 0.1 0.2
C -0.256 3.328 2.893 -0.1 0.1 -0.4
O -0.605 3.233 4.253 -0.1 0.2 0.1
C -0.747 1.884 4.629 -0.2 -0.4 0.1
C -1.799 1.173 3.779 0.3 0.1 0.1
H 0.259 0.570 -6.035 -0.1 0.1 -0.1
H 2.409 0.346 -7.247 0.0 0.0 -0.1
H 4.293 -0.861 -6.203 0.1 0.0 0.0
H 4.016 -1.845 -3.937 0.1 0.0 0.0
H 0.006 -3.077 -0.378 0.0 0.1 -0.1
H 0.933 0.699 -0.012 -0.1 0.1 -0.2
H 2.366 1.143 2.119 0.1 0.2 0.1
H 2.697 -1.045 3.522 0.1 0.0 0.2
H -2.329 -2.863 0.654 -0.1 0.1 -0.1
H -3.327 -1.544 -0.014 0.1 -0.1 0.0
H -1.186 -1.206 2.143 0.0 0.0 0.1
H -2.920 -1.342 2.444 0.0 -0.1 0.1
H -1.986 0.742 0.479 -0.1 0.0 0.0
H -3.342 0.832 1.615 0.0 0.0 -0.1
H -0.963 2.701 0.958 0.0 0.0 0.0
H -2.256 3.171 2.093 0.0 0.0 -0.1
H -0.193 4.394 2.666 0.0 -0.1 0.0
H 0.725 2.858 2.729 0.0 0.1 0.0
H -1.036 1.888 5.682 0.0 -0.1 -0.1
H 0.215 1.361 4.513 -0.1 0.0 0.0
H -1.859 0.128 4.083 0.0 0.0 0.1
H -2.783 1.650 3.944 0.0 -0.1 0.0
```
Forces are in eV/Å.

natural (NBO) atomic charge list, values in e, 2 entries:
1. O -0.59
2. C 0.63



3.
# C6H12N2

A single C6H12N2 molecule at a distorted geometry (wB97M-V/def2-TZVPD, OMol25).

As for the HOMO energy: -0.26957 Ha. The energy above the lowest of the compared OMol25 structures with the same formula, charge and spin comes out at 5.459 eV. The value obtained for the LUMO energy is 0.759 eV. The calculation puts the HOMO-LUMO gap at 8.1 eV.

XYZ file:
```
20
Properties=species:S:1:pos:R:3:forces:R:3
C 0.273 -0.660 1.896 -0.2 0.0 0.2
N 0.243 -0.582 0.432 -0.3 3.8 -1.3
N 0.557 -1.758 -0.111 1.3 -1.2 -0.3
H 0.544 -1.688 -1.128 -0.3 0.2 0.2
H 0.179 0.326 2.346 0.0 0.0 -0.1
H 1.230 -1.103 2.165 -0.1 0.0 -0.1
H -0.562 -1.294 2.205 0.2 0.0 0.0
C -0.997 0.082 -1.674 0.2 0.1 -0.1
C -0.887 0.126 -0.170 -3.8 -1.1 1.1
C 1.096 0.868 0.033 2.0 -1.4 0.8
C -1.976 0.492 0.565 1.6 -0.4 -1.0
C 2.176 0.710 -0.700 0.1 -0.2 0.4
H 0.802 1.774 0.537 -0.3 0.0 0.1
H -0.030 0.077 -2.173 0.0 0.0 0.0
H -1.563 -0.799 -1.991 0.1 0.1 0.1
H -1.536 0.968 -2.011 0.0 0.0 0.0
H -2.060 0.367 1.627 0.1 0.0 0.3
H -2.843 0.875 0.057 -0.1 0.3 -0.1
H 2.458 -0.280 -1.056 -0.2 -0.1 0.1
H 2.898 1.500 -0.849 -0.2 0.2 -0.3
```
Forces are in eV/Å.

natural (NBO) atomic charge list, values in e, 2 entries:
1. C -0.39
2. N -0.10



4.
# C3H8I2NO

A molecular structure, C3H8I2NO at a distorted geometry (wB97M-V/def2-TZVPD, OMol25).

As for the HOMO energy: -0.51094 Ha. The energy above the lowest of the compared OMol25 structures with the same formula, charge and spin comes out at 0.595 eV. Its charge is +1. The value obtained for the LUMO energy is -5.261 eV. The calculation puts the HOMO-LUMO gap at 8.6 eV.

XYZ file:
```
15
Properties=species:S:1:pos:R:3:forces:R:3
C -0.163 1.422 -1.210 0.2 0.2 -0.1
C -0.914 -0.345 0.482 1.1 0.8 -0.3
C -1.206 0.493 -0.679 -0.9 -0.8 0.1
N 2.345 -1.033 1.077 -0.2 0.1 -0.1
O -1.739 -0.741 1.366 -0.8 -0.3 0.6
I -3.218 1.234 -0.797 0.6 -0.3 0.0
I -0.984 -1.602 -1.652 -0.1 0.6 0.0
H -0.207 2.359 -0.648 0.0 -0.1 0.1
H 0.836 1.000 -1.113 0.0 -0.1 0.1
H -0.345 1.663 -2.257 0.0 -0.1 0.1
H 0.158 -0.505 0.748 -0.4 -0.1 -0.2
H 2.809 -1.448 0.274 0.0 0.0 0.1
H 2.934 -0.265 1.385 0.0 0.0 0.0
H 2.378 -1.729 1.815 0.0 0.0 0.0
H -2.684 -0.505 1.210 0.4 0.1 -0.2
```
Forces are in eV/Å.

natural (NBO) atomic charge list, values in e, 2 entries:
1. C -0.70
2. C 0.23



5.
# C4H8Cl3OP

A molecular structure, C4H8Cl3OP at a distorted geometry (wB97M-V/def2-TZVPD, OMol25).

As for the HOMO energy: -0.35433 Ha. The energy above the lowest of the compared OMol25 structures with the same formula, charge and spin comes out at 2.105 eV. The value obtained for the LUMO energy is 0.494 eV. The calculation puts the HOMO-LUMO gap at 10.1 eV.

XYZ file:
```
17
Properties=species:S:1:pos:R:3:forces:R:3
C -0.519 0.039 1.938 2.1 -0.3 -1.8
C 0.652 0.102 -1.971 0.6 -1.3 -3.4
C 0.643 -0.944 1.388 -1.0 1.8 0.4
C 1.102 1.029 -0.876 0.5 -1.0 0.7
O 3.238 -0.833 0.011 -5.8 3.9 2.3
P 1.935 0.097 0.578 5.0 -5.6 -5.5
Cl 1.519 -1.680 2.673 0.6 -0.9 1.6
Cl 2.241 2.193 -1.429 0.7 1.2 -0.4
Cl 2.598 1.403 1.816 0.1 1.4 1.3
H -0.183 0.706 2.752 0.4 -0.1 -0.8
H -1.255 -0.549 2.406 -1.4 -0.8 0.0
H -0.810 0.590 0.998 -0.5 -0.4 1.5
H 0.108 0.578 -2.871 0.3 0.0 2.0
H 1.411 -0.527 -2.668 -1.0 1.3 2.6
H -0.016 -0.555 -1.444 -0.6 -0.8 -0.4
H 0.323 -1.808 0.770 -0.1 1.1 -0.1
H 0.211 1.494 -0.476 -0.1 0.5 0.1
```
Forces are in eV/Å.

natural (NBO) atomic charge list, values in e, 2 entries:
1. C -0.62
2. C -0.64